(1)
Computed, not measured: a cluster of 7 separate species, C31H63BFO13 in total at a distorted geometry, with ωB97M-V with the def2-TZVPD basis set.

Positions of all 109 atoms, in Å:
1 F -1.367 0.462 0.709
2 O -4.713 2.790 -3.446
3 O 3.110 -3.311 1.115
4 O -2.458 -1.707 -5.257
5 O 5.002 -2.255 1.490
6 O 3.069 -5.260 5.247
7 O -3.033 0.731 2.027
8 O -3.648 -0.462 -6.618
9 O -7.809 5.444 -4.034
10 O 6.751 2.754 3.636
11 O 4.715 2.277 4.342
12 O -8.810 3.594 -4.690
13 O -2.966 3.617 -2.383
14 O 3.771 -7.198 4.481
15 C 8.090 2.367 3.339
16 C -7.719 6.595 -3.188
17 C 5.767 1.873 3.941
18 C 4.289 -3.706 3.233
19 C 5.991 0.404 3.676
20 C -2.370 1.234 1.225
21 C 0.768 4.236 2.422
22 C -6.807 6.342 -2.004
23 C -2.705 -1.193 -6.475
24 C -2.471 2.565 -4.445
25 C -2.572 2.616 0.715
26 C 2.452 1.192 1.644
27 C 0.868 2.832 0.351
28 C 3.269 -6.961 6.886
29 C 4.189 -3.053 1.877
30 C -1.491 -2.728 -4.997
31 C 1.107 -3.930 2.352
32 C -1.738 -1.472 -7.603
33 C -8.682 4.443 -3.847
34 C -5.336 2.314 -4.644
35 C -3.394 3.061 -3.354
36 C -9.421 4.347 -2.533
37 C 2.188 -4.368 1.385
38 C 0.025 3.104 1.633
39 C 3.289 -9.563 4.803
40 C -0.114 -2.142 -4.760
41 C 3.383 -6.391 5.492
42 C 8.259 2.031 1.871
43 C 4.351 -8.491 4.673
44 C 1.667 1.510 0.342
45 C -5.246 0.806 -4.742
46 B -1.440 3.735 1.210
47 H 0.374 -4.725 2.493
48 H 2.200 0.165 1.933
49 H 3.855 -4.693 3.273
50 H 1.857 4.120 2.392
51 H -2.714 2.565 -0.378
52 H -2.119 1.566 -4.185
53 H -8.710 6.937 -2.885
54 H 3.749 -10.549 4.880
55 H 1.042 0.673 0.034
56 H 1.533 3.691 0.205
57 H -9.649 5.311 -2.085
58 H -6.694 7.248 -1.407
59 H -0.971 -0.699 -7.613
60 H 4.949 -8.678 3.783
61 H -0.148 -1.414 -3.949
62 H 8.708 3.230 3.588
63 H -5.681 0.346 -3.851
64 H 3.521 1.188 1.419
65 H -8.833 3.748 -1.838
66 H 2.261 -7.348 7.030
67 H -2.290 -1.438 -8.540
68 H -3.533 2.935 1.118
69 H 2.664 -9.405 5.682
70 H -0.020 2.250 2.326
71 H 0.201 2.809 -0.518
72 H -1.492 -3.479 -5.789
73 H -7.296 7.383 -3.810
74 H 3.996 -7.740 7.106
75 H 1.736 -4.616 0.424
76 H 0.595 -2.927 -4.495
77 H 0.435 5.190 2.003
78 H -5.822 6.022 -2.344
79 H 7.022 0.079 3.812
80 H -4.222 0.478 -4.801
81 H 5.344 -3.816 3.481
82 H 3.445 -6.157 7.597
83 H 1.524 -3.667 3.324
84 H -4.929 2.811 -5.526
85 H 0.259 -1.622 -5.643
86 H -5.778 0.444 -5.619
87 H 7.943 2.873 1.253
88 H -10.372 3.852 -2.714
89 H 2.631 -9.550 3.934
90 H 8.416 1.553 3.989
91 H -1.831 -3.231 -4.093
92 H 5.664 0.169 2.663
93 H 3.814 -3.067 3.974
94 H -7.193 5.552 -1.360
95 H 9.303 1.803 1.647
96 H 0.596 -3.045 1.971
97 H 7.649 1.175 1.583
98 H -1.227 4.468 0.252
99 H 2.708 -5.266 1.725
100 H -2.925 2.546 -5.434
101 H -1.269 -2.453 -7.549
102 H -1.619 3.239 -4.500
103 H 5.390 -0.164 4.382
104 H -1.823 4.451 2.118
105 H 0.427 4.229 3.464
106 H -6.381 2.616 -4.576
107 H 2.417 1.605 -0.459
108 H 2.210 1.834 2.486
109 H 5.043 -8.487 5.517

Summary:
HOMO level   -4.2322 eV
HOMO-LUMO gap   0.21329 Ha
Charge   -1
Calculated total energy   -2321.84750 Eh
Relative energy (zero: lowest compared OMol25 entry of this formula, charge and spin)   0.0 kJ/mol

***

(2)
Computed, not measured: an isolated molecule of C5H6O2, with ωB97M-V with the def2-TZVPD basis set.

Positions of all 13 atoms, in Å:
1 O 1.075 -1.831 -0.599
2 O 1.977 0.803 -0.882
3 C -0.294 0.122 -0.362
4 C -1.366 0.168 0.628
5 C -2.215 0.214 1.479
6 C -0.022 -1.334 -0.700
7 C 0.987 0.829 0.112
8 H 1.327 0.378 1.056
9 H 0.761 1.878 0.314
10 H -0.632 0.596 -1.294
11 H -0.896 -1.927 -1.046
12 H -2.977 0.221 2.224
13 H 2.277 -0.118 -0.929

Summary:
HOMO level   -10.0684 eV
HOMO-LUMO gap   0.39754 Ha
Charge   0
Calculated total energy   -344.51554 Eh
Relative energy (zero: lowest compared OMol25 entry of this formula, charge and spin)   226.8 kJ/mol
SMILES string   C#C[C@H](C=O)CO

***

(3)
Computed, not measured: a structure of composition C25H25BeIO7P2Se, with ωB97M-V with the def2-TZVPD basis set.

Positions of all 62 atoms, in Å:
1 I -1.324 1.074 2.710
2 Se -2.905 1.586 -1.838
3 P -2.930 -1.083 0.207
4 P 0.383 0.551 -0.383
5 O -3.986 0.360 -1.625
6 O -3.464 2.863 -2.640
7 O -2.475 2.003 -0.200
8 O -1.485 0.968 -2.384
9 O -2.478 -2.036 1.468
10 O -4.451 -1.041 0.667
11 O -2.797 -2.081 -1.011
12 C 2.042 0.531 5.172
13 C 0.775 -0.986 -1.307
14 C -5.191 0.158 0.933
15 C -1.151 -2.534 1.491
16 C 0.571 3.241 -0.756
17 C 4.252 0.405 2.239
18 C 0.325 -1.183 -2.614
19 C 1.792 0.556 0.858
20 C 0.584 -2.378 -3.272
21 C 3.143 0.459 4.386
22 C 1.717 -3.217 -1.333
23 C 0.871 2.014 -1.336
24 C 1.510 4.370 -2.657
25 C 1.782 0.582 2.296
26 C 4.240 0.431 0.882
27 C 0.670 0.702 3.195
28 C 3.007 0.502 0.219
29 C 1.482 1.965 -2.581
30 C 0.784 0.665 4.555
31 C 1.471 -2.022 -0.677
32 C -3.615 -3.258 -1.093
33 C 0.892 4.418 -1.415
34 C 3.045 0.482 2.970
35 C 1.278 -3.398 -2.638
36 C 1.807 3.143 -3.236
37 Be -1.689 0.769 0.298
38 H -0.933 -3.155 0.621
39 H 0.071 3.284 0.206
40 H 1.834 -1.905 0.336
41 H 4.131 0.385 4.823
42 H 2.282 3.102 -4.208
43 H 3.027 0.494 -0.865
44 H 5.181 0.331 2.791
45 H 1.474 -4.328 -3.155
46 H -4.566 -2.996 -1.551
47 H 0.646 5.370 -0.964
48 H -0.255 -0.414 -3.105
49 H -6.206 -0.156 1.159
50 H -3.784 -3.692 -0.108
51 H -3.080 -3.962 -1.723
52 H 1.747 5.287 -3.180
53 H 5.158 0.383 0.311
54 H -1.040 -3.125 2.398
55 H -5.178 0.811 0.068
56 H -4.776 0.668 1.805
57 H 0.225 -2.510 -4.284
58 H 1.699 1.013 -3.049
59 H 2.261 -4.002 -0.824
60 H -0.415 -1.723 1.523
61 H 2.114 0.508 6.251
62 H -0.099 0.752 5.174

Summary:
HOMO level   -8.7678 eV
HOMO-LUMO gap   0.30095 Ha
Charge   0
Calculated total energy   -4890.95734 Eh
Relative energy (zero: lowest compared OMol25 entry of this formula, charge and spin)   32.7 kJ/mol

***

(4)
Computed, not measured: an isolated molecule of C4H5NO2, with ωB97M-V with the def2-TZVPD basis set.

Positions of all 12 atoms, in Å:
1 O 2.466 0.563 1.926
2 O 0.419 0.607 -0.824
3 N -0.125 -0.665 0.974
4 C -1.285 -0.693 0.066
5 C 0.737 0.042 0.369
6 C -1.012 0.446 -0.923
7 C 2.160 0.249 0.804
8 H -1.305 -1.665 -0.446
9 H 2.907 0.055 0.004
10 H -1.477 1.387 -0.602
11 H -1.266 0.240 -1.969
12 H -2.219 -0.566 0.621

Summary:
HOMO level   -10.0126 eV
HOMO-LUMO gap   0.38029 Ha
Charge   0
Calculated total energy   -360.61694 Eh
Relative energy (zero: lowest compared OMol25 entry of this formula, charge and spin)   137.8 kJ/mol
SMILES string   O=CC1=NCCO1

***

(5)
Computed, not measured: a structure of composition C19H28BN7SiZn at a distorted geometry, with ωB97M-V with the def2-TZVPD basis set.

Positions of all 57 atoms, in Å:
1 Zn 0.209 -1.028 -0.260
2 Si 2.149 0.160 2.125
3 N 0.979 0.522 0.729
4 N -1.791 -0.767 0.550
5 N -0.644 -2.743 -1.302
6 N -2.850 -0.913 -0.288
7 N -0.530 0.137 -1.949
8 N -1.865 -2.605 -1.880
9 N -1.767 -0.142 -2.433
10 C 0.164 4.660 0.200
11 C -0.633 2.375 0.423
12 C 1.445 0.898 3.688
13 C -0.959 1.538 -3.660
14 C -3.683 -0.428 1.725
15 C -2.228 -3.775 -2.465
16 C 2.091 -1.286 -1.074
17 C -2.051 0.691 -3.468
18 C 1.734 2.839 0.366
19 C -1.207 -4.703 -2.260
20 C -0.891 3.748 0.292
21 C 0.687 1.903 0.488
22 C -4.005 -0.713 0.398
23 C 1.478 4.201 0.224
24 C -2.275 -0.474 1.768
25 C -0.233 -4.003 -1.520
26 C 2.483 -1.648 2.575
27 C 3.901 0.812 1.922
28 C -0.028 1.148 -2.676
29 B -2.633 -1.258 -1.788
30 H -4.369 -0.217 2.544
31 H 2.133 0.686 4.533
32 H 0.733 -1.855 0.964
33 H -1.910 4.109 0.277
34 H 0.730 -4.335 -1.134
35 H -1.469 1.708 0.515
36 H 4.510 0.441 2.772
37 H 4.343 0.429 0.979
38 H 1.561 -2.153 2.927
39 H 2.303 4.898 0.139
40 H 2.757 2.525 0.360
41 H -3.698 -1.343 -2.355
42 H 0.964 1.540 -2.452
43 H 2.892 -1.151 -0.330
44 H -1.174 -5.739 -2.595
45 H 3.208 -1.677 3.415
46 H -0.854 2.325 -4.404
47 H 3.955 1.915 1.967
48 H 2.165 -2.303 -1.499
49 H 1.332 1.994 3.566
50 H 2.929 -2.200 1.723
51 H -1.589 -0.315 2.600
52 H -3.006 0.618 -3.987
53 H 0.458 0.439 3.897
54 H -3.184 -3.859 -2.982
55 H -0.032 5.719 0.107
56 H 2.234 -0.556 -1.891
57 H -4.967 -0.789 -0.109

Summary:
HOMO level (alpha / beta)   -8.0219 / -7.6335 eV
HOMO-LUMO gap (alpha / beta)   0.26145 / 0.21579 Ha
Charge   0
Calculated total energy   -3217.74745 Eh
Relative energy (zero: lowest compared OMol25 entry of this formula, charge and spin)   467.0 kJ/mol

***

(6)
Computed, not measured: the ion C4H6NO2 with charge -1 at a distorted geometry, with ωB97M-V with the def2-TZVPD basis set.

Positions of all 13 atoms, in Å:
1 O -2.164 -0.872 -0.244
2 O 1.700 1.810 -0.089
3 N -1.091 -0.438 0.230
4 C -0.958 -0.389 1.522
5 C 0.057 0.018 -0.558
6 C 0.593 -0.882 -1.442
7 C 0.505 1.052 0.230
8 H 1.526 -0.521 -1.904
9 H -1.741 -0.697 2.166
10 H -0.127 -1.631 -1.795
11 H 2.053 1.139 -0.592
12 H -0.295 1.598 0.540
13 H -0.058 -0.188 1.935

Summary:
HOMO level   -1.5245 eV
HOMO-LUMO gap   0.20762 Ha
Charge   -1
Calculated total energy   -361.07702 Eh
Relative energy (zero: lowest compared OMol25 entry of this formula, charge and spin)   605.6 kJ/mol